This record from the OMol25 dataset describes C47H56Br3N5O2SeTi as an isolated structure at a distorted geometry. The level of theory is ωB97M-V/def2-TZVPD.

Last column: Löwdin charge in e.
CARTESIAN COORDINATES (ANGSTROEM)
Ti 1.159 -1.450 0.236  0.9874
C -6.517 -0.636 1.191  -0.0331
C -5.520 0.507 0.959  -0.5529
C -6.012 1.400 -0.189  -0.0320
C -5.435 1.353 2.229  -0.0567
C -4.164 -0.087 0.583  -0.1359
C -3.013 0.119 1.338  -0.0275
C -1.829 -0.445 0.918  -0.3727
Se -0.224 0.020 1.852  1.2813
C 0.114 1.597 0.819  -0.3814
C -0.412 2.825 1.150  -0.0274
C -0.226 3.897 0.275  -0.1360
C 0.489 3.657 -0.894  0.0667
C 1.037 2.419 -1.258  -0.0713
C 0.837 1.395 -0.347  -0.3019
O 1.377 0.127 -0.507  -0.2610
C 1.817 2.237 -2.564  -0.5202
C 1.763 3.494 -3.437  -0.0513
C 3.286 1.954 -2.228  -0.0267
C 1.228 1.082 -3.386  -0.0223
C -0.835 5.260 0.611  -0.5545
C -0.321 5.721 1.981  -0.0390
C -0.478 6.322 -0.429  -0.0549
C -2.362 5.112 0.662  -0.0359
C -1.712 -1.225 -0.227  -0.2626
O -0.438 -1.746 -0.484  -0.2840
C -2.841 -1.460 -1.009  -0.0708
C -4.026 -0.864 -0.558  0.0386
C -2.947 -2.279 -2.306  -0.5335
C -1.640 -2.933 -2.730  -0.1055
C -3.985 -3.393 -2.103  -0.0292
C -3.395 -1.349 -3.442  -0.0239
H -7.497 -0.233 1.454  0.0947
H -6.643 -1.251 0.298  0.0812
H -6.188 -1.283 2.007  0.0933
H -6.969 1.851 0.076  0.0947
H -5.302 2.204 -0.392  0.0900
H -6.159 0.836 -1.112  0.0819
H -6.419 1.760 2.461  0.0954
H -5.116 0.764 3.093  0.0910
H -4.752 2.198 2.110  0.0819
H -3.032 0.720 2.236  0.1060
H -0.974 2.948 2.068  0.1182
H 0.627 4.478 -1.579  0.0917
H 2.248 4.350 -2.966  0.0932
H 2.287 3.296 -4.372  0.0950
H 0.738 3.773 -3.688  0.0980
H 3.723 2.783 -1.665  0.1004
H 3.394 1.041 -1.642  0.0493
H 3.862 1.835 -3.149  0.0965
H 0.186 1.285 -3.644  0.0973
H 1.786 0.980 -4.320  0.0943
H 1.273 0.128 -2.864  0.0661
H 0.770 5.761 2.001  0.0925
H -0.697 6.721 2.203  0.0938
H -0.654 5.063 2.787  0.0794
H 0.601 6.478 -0.499  0.0941
H -0.858 6.070 -1.422  0.0911
H -0.930 7.272 -0.143  0.0944
H -2.671 4.384 1.416  0.0735
H -2.823 6.068 0.918  0.0950
H -2.759 4.793 -0.304  0.0933
H -4.910 -1.030 -1.160  0.1098
H -1.311 -3.681 -2.002  0.0347
H -1.792 -3.453 -3.678  0.1005
H -0.836 -2.213 -2.867  0.0623
H -3.726 -4.023 -1.247  0.0863
H -4.989 -3.004 -1.935  0.0845
H -4.023 -4.030 -2.989  0.0969
H -2.656 -0.564 -3.617  0.0926
H -3.507 -1.921 -4.365  0.0971
H -4.351 -0.869 -3.232  0.0838
Br 5.108 1.622 5.333  0.8785
C 4.240 0.858 3.876  -0.6711
C 3.797 1.644 2.828  -0.0541
C 3.123 1.024 1.792  -0.0924
N 2.889 -0.293 1.751  0.0365
C 3.393 -1.047 2.733  -0.1974
C 4.051 -0.514 3.828  -0.0319
C 3.247 -2.510 2.523  -0.1888
C 3.957 -3.429 3.280  -0.0312
C 3.819 -4.776 3.003  -0.6703
Br 4.760 -6.034 3.994  0.8845
C 2.976 -5.173 1.976  -0.0589
C 2.305 -4.193 1.284  -0.1271
N 2.430 -2.879 1.530  0.0099
H 3.956 2.713 2.814  0.1220
H 2.763 1.611 0.960  0.1145
H 4.414 -1.136 4.632  0.1126
H 4.626 -3.106 4.062  0.1122
H 2.838 -6.214 1.723  0.1229
H 1.624 -4.475 0.493  0.0607
C 6.351 -0.394 -1.684  -0.0165
C 5.182 -1.325 -1.857  -0.2243
C 5.108 -2.255 -2.888  0.0256
C 3.997 -3.066 -3.013  -0.0646
C 2.976 -2.915 -2.094  -0.6843
Br 1.462 -4.031 -2.214  0.9499
N 3.004 -2.027 -1.105  -0.0227
C 4.103 -1.258 -1.000  -0.0884
H 7.286 -0.884 -1.951  0.0929
H 6.432 -0.045 -0.655  0.0867
H 6.240 0.483 -2.324  0.0908
H 5.926 -2.352 -3.592  0.1382
H 3.916 -3.805 -3.797  0.1173
H 4.099 -0.550 -0.185  0.1005
N -1.213 -3.745 1.354  0.0253
C -1.864 -4.420 2.319  -0.0496
C -1.285 -4.065 3.516  -0.0252
C -0.283 -3.151 3.164  -0.1440
N -0.245 -2.959 1.849  -0.0714
H -1.420 -3.711 0.368  0.1381
H -2.676 -5.087 2.086  0.1318
H -1.553 -4.412 4.498  0.1104
H 0.414 -2.634 3.807  0.1163

Properties
* spin multiplicity: 1
* total charge: +2
* ΔE to the lowest compared entry with this formula, charge and spin: 0.0 kcal per mole
* Kohn-Sham gap: 7.05 eV

This record from the OMol25 dataset describes C33H65AlO13S4 as an isolated structure at a distorted geometry. The level of theory is ωB97M-V/def2-TZVPD.

Last column: Löwdin charge in e.
CARTESIAN COORDINATES (ANGSTROEM)
Al -7.251 19.165 -17.589  0.9937
C -11.855 24.718 -19.262  0.0299
C -11.927 23.211 -19.703  -0.4105
C -12.494 23.189 -21.155  -0.0323
O -10.710 22.572 -19.482  0.1536
H -11.544 25.293 -20.134  0.0957
H -11.186 25.005 -18.451  0.0956
H -12.865 25.069 -19.049  0.1034
H -12.632 22.713 -19.037  0.1817
H -12.887 22.220 -21.461  0.0890
H -11.800 23.546 -21.917  0.0910
H -13.369 23.818 -21.319  0.0877
O -10.026 21.419 -13.268  -0.3300
S -10.877 22.139 -12.306  0.7011
O -11.666 21.395 -11.330  -0.2902
O -9.867 23.119 -11.419  -0.2565
C -10.415 23.950 -10.477  -0.3214
C -9.421 24.919 -9.799  -0.0396
C -11.980 23.328 -13.289  -0.0952
H -10.912 23.282 -9.774  0.1201
H -11.179 24.510 -11.017  0.0987
H -8.776 24.361 -9.121  0.0793
H -9.938 25.666 -9.197  0.0803
H -8.802 25.478 -10.500  0.0772
H -12.613 22.792 -13.996  0.0603
H -11.365 24.016 -13.868  0.0627
H -12.625 23.839 -12.574  0.0546
O -7.705 26.903 -15.535  -0.3232
S -6.788 26.343 -16.554  0.7146
O -6.696 24.894 -16.816  -0.3204
O -6.979 27.149 -18.021  -0.3009
C -7.498 28.479 -18.001  -0.2701
C -7.437 28.944 -19.507  -0.0491
C -5.148 27.122 -16.145  -0.0897
H -6.900 29.161 -17.397  0.1100
H -8.526 28.473 -17.640  0.1096
H -7.791 28.165 -20.182  0.0697
H -6.374 29.144 -19.639  0.0736
H -7.882 29.905 -19.763  0.0767
H -5.236 28.192 -16.333  0.0539
H -4.421 26.698 -16.837  0.0704
H -4.915 27.064 -15.081  0.0746
O -6.584 21.458 -22.594  -0.3080
S -6.738 22.437 -23.658  0.7166
O -5.768 22.558 -24.776  -0.2953
O -8.275 22.305 -24.367  -0.2922
C -8.513 22.702 -25.711  -0.2692
C -8.398 24.244 -25.988  -0.0701
C -7.101 24.087 -22.880  -0.0958
H -9.520 22.321 -25.881  0.1173
H -7.920 22.234 -26.498  0.1155
H -7.367 24.598 -25.976  0.0684
H -8.902 24.746 -25.162  0.0629
H -8.750 24.494 -26.988  0.0824
H -7.327 24.746 -23.719  0.0357
H -6.203 24.434 -22.368  0.0702
H -7.960 24.006 -22.214  0.0617
O -11.097 15.098 -22.121  -0.2826
S -10.585 16.268 -22.800  0.6717
O -9.519 17.055 -22.107  -0.3460
O -10.137 15.789 -24.314  -0.2844
C -9.316 16.675 -25.122  -0.2389
C -7.806 16.473 -24.835  -0.0658
C -11.984 17.368 -23.336  -0.0969
H -9.569 17.730 -25.017  0.1039
H -9.609 16.269 -26.090  0.1278
H -7.597 15.406 -24.918  0.0792
H -7.391 16.697 -23.853  0.0686
H -7.244 16.976 -25.622  0.0781
H -12.719 16.718 -23.811  0.0727
H -11.620 18.110 -24.047  0.0550
H -12.348 17.784 -22.396  0.0598
C -18.477 29.000 -15.542  -0.0429
C -19.172 29.279 -14.371  -0.0696
C -18.581 29.128 -13.159  -0.0866
C -17.312 28.586 -13.014  -0.0328
C -16.680 28.174 -14.203  -0.0750
C -17.175 28.491 -15.452  -0.0794
H -18.810 29.156 -16.557  0.1107
H -20.159 29.715 -14.412  0.1161
H -19.126 29.388 -12.263  0.1147
H -16.931 28.425 -12.016  0.1133
H -15.704 27.736 -14.053  0.0989
H -16.659 28.279 -16.377  0.1016
C -13.467 28.106 -25.210  -0.0681
C -13.875 28.575 -26.447  -0.0957
C -14.008 29.872 -26.765  -0.0810
C -13.601 30.889 -25.872  -0.0150
C -13.101 30.407 -24.620  -0.0532
C -13.060 29.037 -24.248  -0.0708
H -13.375 27.042 -25.049  0.1027
H -14.101 27.819 -27.184  0.1150
H -14.448 30.304 -27.652  0.1138
H -13.602 31.960 -26.008  0.1104
H -12.717 31.140 -23.926  0.0975
H -12.718 28.762 -23.262  0.0936
C -19.355 20.469 -26.344  -0.1352
C -18.652 21.435 -25.424  -0.2827
C -18.903 22.889 -25.920  -0.2067
C -18.203 24.060 -25.128  -0.1991
C -18.608 24.091 -23.654  -0.2944
C -18.087 25.207 -22.850  -0.1510
H -19.102 20.670 -27.385  0.0752
H -20.437 20.354 -26.278  0.0768
H -18.986 19.485 -26.054  0.0691
H -18.933 21.183 -24.401  0.1012
H -17.587 21.219 -25.510  0.1001
H -19.990 22.965 -25.897  0.1070
H -18.610 22.962 -26.967  0.1034
H -17.152 23.792 -25.239  0.0994
H -18.351 24.998 -25.662  0.1062
H -19.684 24.208 -23.525  0.1171
H -18.269 23.156 -23.207  0.1047
H -18.175 25.036 -21.777  0.0700
H -16.999 25.264 -22.892  0.0590
H -18.426 26.208 -23.117  0.0801

Properties
* spin multiplicity: 1
* total charge: +2
* Kohn-Sham gap: 1.36 eV

This record from the OMol25 dataset describes an isolated ion of composition C6H10NO2 and charge +1 at a distorted geometry. The level of theory is ωB97M-V/def2-TZVPD.

Last column: natural (NBO) charge in e.
CARTESIAN COORDINATES (ANGSTROEM)
C -0.138 -1.059 -1.785  -0.1315
C 0.499 0.237 -2.008  -0.4718
C -0.792 -1.458 -0.724  -0.1027
C 0.683 1.073 -1.002  0.4356
C -0.369 0.330 1.017  0.4901
C 0.710 -0.197 1.928  -0.7029
N -1.223 -0.738 0.466  -0.5947
O 1.337 2.246 -0.884  -0.6685
O -1.187 1.297 1.534  -0.6699
H -0.018 -1.749 -2.577  0.2566
H 0.905 0.436 -2.934  0.2371
H -1.214 -2.468 -0.563  0.2281
H 1.048 0.593 2.682  0.2630
H 1.629 -0.457 1.187  0.2655
H 0.462 -1.025 2.411  0.2199
H -1.992 -0.157 0.009  0.4797
H -1.501 -1.347 1.262  0.4528
H 1.775 2.454 -1.765  0.5071
H -0.614 1.988 1.748  0.5064

Properties
* spin multiplicity: 1
* total charge: +1
* ΔE to the lowest compared entry with this formula, charge and spin: 83.9 kcal per mole
* Kohn-Sham gap: 8.72 eV

This record from the OMol25 dataset describes one molecule with the formula C4H7NO at a distorted geometry. The level of theory is ωB97M-V/def2-TZVPD.

Last column: natural (NBO) charge in e.
CARTESIAN COORDINATES (ANGSTROEM)
C -1.147 1.109 0.195  -0.6101
C -0.851 -0.389 0.040  -0.5043
C 0.534 -0.740 -0.372  0.4911
O 0.932 -1.981 -0.146  -0.6185
C 1.401 0.169 -0.932  -0.0707
N 2.019 0.808 0.033  -0.6252
H -2.220 1.250 0.364  0.2181
H -0.616 1.549 1.045  0.2202
H -0.862 1.675 -0.696  0.2322
H -1.472 -0.815 -0.753  0.2541
H -1.086 -0.934 0.960  0.2411
H 1.760 -2.111 -0.644  0.5075
H 1.608 0.411 0.907  0.2646

Properties
* structure (SMILES): CCC(O)=C=N
* spin multiplicity: 1
* ΔE to the lowest compared entry with this formula, charge and spin: 101.0 kcal per mole
* Kohn-Sham gap (spin up / spin down): 8.12 / 8.11 eV

Q: What is the formula in the third record?
A: C6H10NO2